Molecular formula: C2H4N4O2
Method: DFT, ωB97M-V/def2-TZVPD

Calculated values
Energy above the lowest of the compared OMol25 structures with the same formula, charge and spin: 8.252 eV
HOMO-LUMO gap: 9.4 eV
Highest occupied orbital energy: -0.3477 Ha

Geometry as ORCA input:
```
! wB97M-V def2-TZVPD RIJCOSX def2/J DEFGRID3
* xyz 0 1
C -1.28 -0.63 0.87
C -0.11 0.10 -0.63
H 3.02 -0.50 0.13
H 1.91 0.75 1.47
H -2.36 -0.70 1.47
H -1.68 1.01 -1.75
N 1.94 -0.46 0.83
N 0.77 -0.80 0.14
N -1.35 0.37 0.02
N 0.21 0.76 -1.61
O -0.23 -1.54 1.13
O -0.85 1.63 -2.08
*
```

Molecular formula: C2H4N4O2
Method: DFT, ωB97M-V/def2-TZVPD

Calculated values
Energy above the lowest of the compared OMol25 structures with the same formula, charge and spin: 7.903 eV
HOMO-LUMO gap: 8.0 eV
Highest occupied orbital energy: -0.3292 Ha

Geometry as ORCA input:
```
! wB97M-V def2-TZVPD RIJCOSX def2/J DEFGRID3
* xyz 0 1
C 1.38 0.16 -0.12
C -0.81 0.64 0.06
H 3.13 -0.29 0.96
H -1.40 2.50 -0.03
H -2.78 -1.07 -0.01
H 0.82 -1.57 -0.69
N 0.46 1.14 -0.52
N -1.86 1.51 0.21
N -0.75 -0.57 0.34
N 0.71 -1.11 0.38
O 2.68 0.18 -0.12
O -1.59 -1.50 -0.45
*
```

Molecular formula: C2H4N4O2
Method: DFT, ωB97M-V/def2-TZVPD

Calculated values
Energy above the lowest of the compared OMol25 structures with the same formula, charge and spin: 3.293 eV
HOMO-LUMO gap: 9.8 eV
Highest occupied orbital energy: -0.3558 Ha

Geometry as ORCA input:
```
! wB97M-V def2-TZVPD RIJCOSX def2/J DEFGRID3
* xyz 0 1
N 0.12 -0.28 -2.30
N 0.47 0.17 -0.88
N -0.42 1.09 -0.28
C -0.79 0.65 0.95
O -1.76 1.12 1.71
N 0.16 -0.26 1.48
C 0.64 -0.67 0.19
O 1.41 -1.72 -0.20
H 0.89 0.36 -2.86
H -0.96 -0.11 -2.40
H 0.10 2.08 -0.24
H 1.33 -2.46 0.38
*
```

Molecular formula: C2H4N4O2
Method: DFT, ωB97M-V/def2-TZVPD

Calculated values
Energy above the lowest of the compared OMol25 structures with the same formula, charge and spin: 3.613 eV
HOMO-LUMO gap: 9.6 eV
Highest occupied orbital energy: -0.3556 Ha

Geometry as ORCA input:
```
! wB97M-V def2-TZVPD RIJCOSX def2/J DEFGRID3
* xyz 0 1
C -1.79 0.08 0.22
N -0.42 -0.32 -0.31
N -0.12 -1.59 -0.34
N 1.09 -1.76 -0.06
C 1.67 -0.53 0.07
O 2.81 -0.13 0.15
N 0.64 0.33 0.11
O 0.82 1.63 -0.30
H -2.15 0.96 -0.39
H -2.48 -0.76 0.09
H -1.92 0.47 1.24
H 1.87 1.62 -0.46
*
```